This record from the OMol25 dataset describes 6 unconnected molecules or ions with the total composition C35H60O18S. The level of theory is ωB97M-V/def2-TZVPD.

As for the molar mass: 800.9 g/mol. Its structure (SMILES) is CCCCCCCCCCC[C@H]1CCOS(=O)(=O)C1.C[C@@H]1COC(=O)O1.C[C@@H]1COC(=O)O1.C[C@@H]1COC(=O)O1.C[C@@H]1COC(=O)O1.C[C@@H]1COC(=O)O1. The HOMO energy is -10.219 eV. The LUMO energy comes out at 0.3 eV.

Each line ends with the Löwdin charge.
CARTESIAN COORDINATES (ANGSTROEM)
1 O 3.0133 1.3734 3.5801  0.058
2 H -4.3541 -1.5577 -1.8711  0.120
3 C 4.9219 -1.5632 2.8294  -0.014
4 O 9.4203 -1.5722 0.5307  0.089
5 S -3.6091 0.0090 -5.4985  0.613
6 H -2.5898 1.6217 -4.2237  0.089
7 H 9.1337 -0.2222 -0.9926  0.159
8 C 4.2111 -1.5942 1.5001  -0.293
9 H 1.1713 -2.0316 -3.6371  0.068
10 H -9.3568 -0.1075 7.9584  0.139
11 H 1.8638 -0.7377 -5.1991  0.092
12 C -6.5758 -0.4049 1.3187  -0.315
13 H 0.7688 4.3512 1.8443  0.094
14 C 0.3888 3.3453 2.0247  -0.017
15 C -7.2954 -0.6994 7.5259  -0.325
16 O -3.8895 -1.4466 -4.9331  -0.222
17 H -5.2968 -0.1347 -2.3068  0.110
18 C 8.5451 -1.2287 1.5010  -0.567
19 C -8.7910 -0.9357 7.5403  -0.088
20 H -5.7877 -0.8261 -4.3686  0.118
21 H -6.9584 -0.7031 9.6449  0.092
22 H 3.2913 -3.0554 -4.9070  0.096
23 C -5.8243 -0.8513 2.5449  -0.024
24 H 0.9660 3.5294 -3.7450  0.117
25 H 2.3624 -1.6291 -2.3876  0.048
26 H 4.1182 0.1548 -3.7773  0.094
27 H -3.7654 1.6252 -1.3632  0.123
28 C -8.0691 -0.6545 1.3494  -0.082
29 C -6.5570 -1.1775 8.7494  -0.021
30 O -2.3535 -0.0542 -6.1790  -0.271
31 O -6.1911 -1.1756 0.1618  0.071
32 H -6.6439 -2.2598 8.8484  0.094
33 H 3.2297 3.4116 3.2528  0.138
34 O 8.5117 0.1143 1.6594  0.065
35 C 11.2416 -0.4868 -0.6611  -0.022
36 H -1.6498 1.9527 -0.2774  0.105
37 C 1.4278 2.8045 -3.0650  -0.202
38 O -6.9075 -1.4507 6.3582  0.088
39 O 4.4584 -1.4020 -0.7776  0.054
40 H 2.7242 1.9750 -5.7695  0.111
41 H -6.2166 -0.3641 3.4323  0.077
42 C 2.9723 1.6395 -4.7590  -0.202
43 C 1.9085 0.5953 3.6388  -0.566
44 H 11.9069 -0.8023 0.1431  0.093
45 C 3.2168 -2.1313 -4.3312  -0.251
46 C 3.7470 0.3216 -4.7919  -0.209
47 H -0.6644 3.4168 2.2955  0.088
48 C -1.6141 1.3117 -1.1644  -0.194
49 O 1.8969 -0.5433 3.9812  0.156
50 C -4.4955 -0.7971 -2.6338  -0.153
51 H 9.3296 1.6464 0.5219  0.139
52 H 5.7733 -0.8893 2.8029  0.079
53 H 10.4633 0.7737 1.5811  0.140
54 H 0.9472 1.8349 -1.2078  0.099
55 H -6.3624 0.6456 1.0979  0.157
56 C -7.9713 -1.5257 5.5287  -0.557
57 C -7.2598 -1.2703 -0.6612  -0.564
58 H -1.0038 0.4458 -0.8889  0.120
59 H 4.6241 0.3883 -5.4410  0.106
60 H 1.9327 0.7227 -3.1362  0.097
61 C 1.7403 1.5295 -3.8497  -0.215
62 C 0.4767 2.5484 -1.8930  -0.220
63 H 0.8808 1.2474 -4.4590  0.106
64 H -3.2832 0.1038 -0.6733  0.111
65 H -0.8289 1.3653 -3.1480  0.093
66 H -9.0624 -1.8599 8.0553  0.141
67 H 6.0770 -1.8871 0.4044  0.118
68 H -2.3758 -0.5992 -2.9352  0.155
69 C -4.9648 -1.4098 -3.9548  -0.176
70 C 9.8253 -0.3726 -0.1594  -0.325
71 C 2.6646 2.5668 2.8667  -0.084
72 C -0.9009 2.0446 -2.2969  -0.216
73 H 4.2380 -1.1993 3.5944  0.067
74 H -8.3286 -1.5677 1.8847  0.128
75 C 3.9507 -0.2482 -0.3047  -0.572
76 H -4.7652 -0.6048 2.4517  0.087
77 H 3.1773 -1.1828 -6.2683  0.102
78 H -5.4969 -0.9384 8.6772  0.088
79 O -7.2180 -1.6854 -1.7760  0.159
80 H 4.9010 -3.1972 0.1836  0.143
81 O 0.8153 1.2864 3.2424  0.089
82 C 5.0184 -2.1274 0.3331  -0.063
83 H 3.6473 2.4006 -4.3542  0.103
84 C -3.0345 0.8161 -1.4659  -0.168
85 H 0.3773 3.4849 -1.3325  0.107
86 C 1.1765 2.6741 3.1211  -0.322
87 O 3.9105 -0.2529 1.0393  0.082
88 C 9.6035 0.6710 0.9151  -0.088
89 O -4.7302 0.5122 -6.2353  -0.275
90 H -5.3487 -2.4162 -3.8297  0.127
91 H -7.0724 0.3529 7.3297  0.158
92 O -9.0900 -1.0844 6.1453  0.070
93 H 2.0865 -3.3150 -2.8881  0.067
94 O 7.8820 -1.9949 2.1228  0.151
95 C 2.9389 -0.9134 -5.2387  -0.202
96 H 4.1881 -1.9983 -3.8466  0.093
97 H 0.4542 2.7686 1.1010  0.068
98 H -5.9018 -1.9285 2.6712  0.093
99 C -3.2308 0.0664 -2.7903  -0.333
100 O 3.5812 0.6574 -0.9888  0.143
101 H 2.9014 2.4192 1.8099  0.136
102 H 3.2612 -2.1282 1.5851  0.160
103 H 11.3097 -1.2296 -1.4547  0.088
104 O -7.9257 -1.9232 4.4090  0.151
105 H 0.9812 3.1523 4.0854  0.156
106 O -8.3754 -0.8283 -0.0455  0.073
107 H 2.3543 3.2467 -2.6944  0.107
108 H -4.3285 1.5877 -3.8817  0.122
109 H 5.2677 -2.5573 3.1077  0.096
110 H -1.5251 2.8811 -2.6337  0.123
111 H -8.6388 0.1769 1.7559  0.140
112 H 11.5839 0.4708 -1.0537  0.092
113 C 2.1553 -2.2824 -3.2343  -0.104
114 C -3.4332 0.9768 -3.9953  -0.169

Forces on the atoms, in the same order (eV/Å):
O -0.1 0.0 0.0
H 0.1 0.0 0.0
C -0.3 0.4 0.2
O -0.1 0.0 0.0
S 0.4 0.6 -0.6
H 0.0 0.1 0.1
H 0.0 0.0 0.0
C 0.3 -0.2 0.3
H 0.0 0.0 0.1
H -0.1 0.0 -0.1
H 0.0 0.2 -0.1
C 0.0 0.0 0.3
H 0.0 0.0 0.0
C -0.2 -0.2 0.0
C 0.0 -0.1 0.3
O -0.2 0.2 0.1
H 0.0 -0.1 0.2
C 0.0 0.0 0.0
C -0.1 0.1 0.0
H 0.1 0.0 -0.1
H 0.0 0.0 0.0
H -0.2 0.0 -0.1
C 0.5 -0.1 -0.3
H 0.1 0.1 0.0
H -0.1 0.0 0.0
H 0.0 0.0 0.0
H 0.0 0.1 -0.2
C -0.1 0.0 0.0
C 0.2 -0.2 -0.1
O 0.1 -0.3 0.3
O 0.0 0.1 0.0
H -0.1 0.0 0.0
H 0.1 -0.1 0.1
O 0.1 0.0 0.0
C 0.0 -0.3 0.0
H 0.0 0.0 0.0
C -0.4 -0.2 -0.2
O 0.0 0.1 0.0
O 0.1 -0.1 0.0
H -0.2 -0.1 0.0
H 0.0 0.0 0.0
C 0.3 0.0 0.1
C 0.0 0.0 -0.1
H 0.0 0.1 0.0
C -0.1 0.1 0.2
C -0.2 -0.1 -0.2
H 0.0 0.0 0.0
C 0.0 0.0 -0.1
O 0.0 -0.1 0.1
C 0.1 0.2 -0.4
H -0.1 0.0 0.1
H 0.1 -0.1 -0.1
H 0.0 0.0 0.0
H 0.0 -0.1 -0.1
H 0.0 0.0 -0.1
C 0.0 0.0 0.0
C 0.0 0.0 0.0
H 0.0 0.0 0.0
H 0.1 0.2 0.1
H -0.1 0.0 0.0
C 0.3 0.2 -0.1
C 0.3 0.3 0.0
H -0.1 -0.1 0.1
H -0.1 0.0 0.0
H 0.2 0.0 0.0
H 0.1 0.0 0.0
H 0.0 0.0 0.1
H 0.1 0.1 -0.2
C -0.5 0.1 0.2
C 0.2 0.1 -0.1
C 0.2 0.1 0.0
C -0.3 0.0 0.0
H 0.0 -0.1 0.0
H 0.1 0.0 0.0
C -0.1 0.1 0.0
H 0.0 0.1 0.0
H 0.0 0.2 -0.1
H 0.0 0.0 0.0
O -0.1 0.0 0.0
H -0.1 0.0 -0.1
O 0.0 0.0 0.1
C -0.1 0.0 0.0
H 0.0 0.0 0.0
C 0.3 0.0 0.2
H -0.1 -0.1 0.1
C 0.0 0.2 -0.2
O -0.1 -0.1 0.0
C -0.1 0.1 0.0
O -0.3 -0.2 0.2
H 0.3 -0.1 -0.1
H 0.0 0.0 0.0
O 0.0 0.0 0.1
H 0.1 0.0 0.2
O 0.1 -0.1 0.0
C 0.3 -0.4 0.4
H 0.1 -0.1 -0.1
H 0.1 0.0 0.0
H -0.1 0.0 0.1
C -0.4 -0.2 0.6
O 0.0 0.1 0.0
H -0.1 0.0 0.0
H 0.0 0.0 0.0
H 0.0 0.0 0.0
O -0.2 0.0 0.0
H 0.0 0.0 0.0
O 0.0 0.0 0.1
H 0.0 0.0 0.0
H -0.1 -0.1 0.0
H 0.0 0.0 -0.1
H 0.1 0.1 0.0
H -0.1 0.0 -0.1
H 0.0 0.0 0.0
C 0.0 -0.2 -0.3
C 0.2 -0.3 -0.2